# 1
A cluster of 2 separate species, CH7N3 in total at a distorted geometry. Source: the Open Molecules 2025 dataset; level of theory: ωB97M-V with the def2-TZVPD basis set.

The geometry in XYZ format:
```
11
Properties=species:S:1:pos:R:3:forces:R:3
C 1.540 -0.300 0.199 -1.7 2.2 -0.7
N -2.096 -0.402 -0.421 -1.0 -5.0 1.4
N 0.916 1.027 0.285 1.1 0.4 2.8
N -1.664 0.652 -0.607 0.9 4.5 -1.2
H 1.960 -0.371 -0.789 0.2 -0.4 -0.4
H 2.314 -0.280 0.921 0.8 -0.7 0.7
H 0.766 -1.027 0.369 0.1 -1.1 0.1
H -1.941 -0.936 0.473 -0.3 0.2 0.2
H -2.551 -1.052 -1.100 -0.2 0.3 -0.5
H 0.448 1.496 -0.417 -0.7 0.1 -2.3
H 0.308 1.192 1.087 0.5 -0.6 -0.1
```
Positions in Å, forces in eV/Å.

Calculated values
ΔE to the lowest compared entry with this formula, charge and spin = 3.602 eV
HOMO energy = -7.9 eV
orbital gap = 0.3204 Ha
M = 61.088 g/mol
charge = 0

Calculated atomic charges, method Löwdin, unit e:
1 C -0.167
2 N -0.148
3 N -0.096
4 N 0.001
5 H 0.067
6 H 0.051
7 H 0.039
8 H 0.109
9 H 0.109
10 H -0.016
11 H 0.051

=====

# 2
A cluster of 12 separate species, C12H49NO16 in total at a distorted geometry. Source: the Open Molecules 2025 dataset; level of theory: ωB97M-V with the def2-TZVPD basis set.

The geometry in XYZ format:
```
78
Properties=species:S:1:pos:R:3:forces:R:3
C -14.256 -0.309 5.305 0.0 -1.2 0.0
O -14.234 1.064 5.104 0.2 0.0 -0.6
C -12.943 1.608 5.057 -0.2 1.9 -0.1
C -12.467 2.090 6.424 0.8 -1.0 0.2
C -13.530 2.781 7.241 -0.6 0.3 0.2
N -11.231 2.875 6.254 -0.4 0.6 0.0
H -13.495 -0.850 4.720 0.1 0.3 0.0
H -15.202 -0.707 4.931 -0.2 0.2 0.3
H -14.113 -0.576 6.354 -0.1 -0.1 0.0
H -12.184 0.986 4.581 -0.1 -0.3 0.0
H -13.050 2.514 4.434 0.1 -0.2 0.0
H -12.158 1.175 6.952 -0.1 0.2 0.2
H -14.511 2.309 7.159 0.1 -0.2 -0.1
H -13.667 3.821 6.928 0.1 0.0 0.0
H -13.260 2.767 8.298 0.1 0.2 0.0
H -11.007 3.312 7.148 0.2 -0.4 0.0
H -11.451 3.700 5.688 0.0 -0.3 -0.1
O -17.912 -4.317 6.951 -0.1 0.1 0.2
C -16.634 -4.000 6.402 -0.1 0.2 0.1
C -16.285 -5.037 5.378 1.7 -0.3 0.5
O -16.114 -6.298 6.015 -0.7 -0.6 -0.1
H -18.123 -3.692 7.658 0.0 0.2 -0.3
H -16.627 -2.993 5.969 -0.1 -0.1 -0.1
H -15.855 -4.016 7.169 -0.2 0.0 0.1
H -15.276 -4.779 5.029 -0.3 0.4 -0.5
H -16.941 -5.150 4.522 -0.2 0.1 0.0
H -15.192 -6.428 6.269 0.1 0.2 -0.1
O -14.038 -2.458 7.918 -0.1 0.3 0.3
C -13.217 -3.549 7.610 0.5 -1.2 -0.2
C -11.907 -3.540 8.382 0.2 0.4 -0.5
O -12.066 -3.547 9.773 -0.2 -0.2 0.6
H -14.194 -2.517 8.869 -0.3 0.0 -0.1
H -13.713 -4.511 7.772 -0.2 0.2 0.4
H -13.002 -3.565 6.537 0.0 0.5 0.0
H -11.313 -2.669 8.072 0.0 0.0 0.0
H -11.337 -4.441 8.153 0.0 0.0 -0.1
H -12.463 -2.730 10.084 0.1 0.1 -0.1
O -17.808 -10.819 5.503 -0.6 0.4 0.0
C -16.484 -11.205 5.473 1.0 -0.4 -0.1
C -15.553 -10.174 4.887 0.3 0.0 -0.4
O -15.356 -9.045 5.726 -0.1 0.1 0.2
H -17.847 -9.887 5.797 -0.3 -0.2 0.2
H -16.090 -11.521 6.454 -0.2 0.1 0.1
H -16.385 -12.078 4.816 -0.2 -0.1 0.1
H -15.962 -9.827 3.934 0.1 -0.2 -0.1
H -14.580 -10.653 4.712 0.0 0.0 -0.1
H -15.404 -8.266 5.163 -0.1 0.0 0.0
O -14.923 -5.396 9.968 0.2 0.2 -0.4
C -15.173 -6.744 9.583 -0.5 -0.1 1.3
C -16.649 -6.984 9.401 0.0 1.2 -1.1
O -17.346 -6.672 10.620 0.0 -0.7 -0.9
H -15.390 -5.268 10.800 -0.1 0.0 0.0
H -14.627 -6.984 8.675 0.1 0.1 0.0
H -14.851 -7.364 10.430 0.3 -0.3 -0.4
H -16.840 -7.950 8.915 -0.1 -0.2 0.7
H -17.006 -6.246 8.661 0.3 -0.2 -0.1
H -18.226 -6.507 10.251 -0.2 0.2 0.7
O -19.854 -5.522 8.940 0.2 0.1 0.2
H -20.519 -6.036 8.468 0.0 0.0 -0.1
H -19.241 -5.243 8.243 -0.1 -0.3 -0.1
O -18.120 -8.308 6.499 0.3 0.4 0.2
H -17.396 -7.690 6.276 -0.2 -0.2 0.2
H -18.813 -7.753 6.882 0.1 -0.1 -0.4
O -17.183 -5.296 2.064 -0.1 0.2 0.1
H -17.634 -4.446 2.125 0.0 0.0 -0.1
H -17.882 -5.954 2.155 0.1 -0.1 0.0
O -20.170 -2.677 8.488 0.1 -0.1 0.1
H -20.256 -3.514 8.971 -0.1 -0.1 -0.1
H -20.980 -2.198 8.681 0.1 0.1 0.0
O -15.380 -7.625 2.697 0.1 -0.1 0.1
H -15.001 -8.050 1.920 0.0 0.0 0.0
H -14.725 -6.970 2.961 -0.1 0.1 -0.1
O -19.852 -6.139 6.044 -0.3 0.1 -0.2
H -20.264 -6.306 5.191 0.0 -0.1 0.1
H -19.106 -5.551 5.861 0.0 0.2 0.3
O -13.256 -6.328 6.119 0.2 -0.1 0.0
H -12.576 -6.044 5.499 -0.1 0.0 0.0
H -12.793 -6.892 6.752 -0.1 -0.1 -0.1
```
Positions in Å, forces in eV/Å.

Calculated values
HOMO energy = -9.1 eV
orbital gap = 0.3276 Ha
SMILES = COC[C@H](C)N.OCCO.OCCO.OCCO.OCCO.O.O.O.O.O.O.O
M = 463.515 g/mol
charge = 0

Calculated atomic charges, method Löwdin, unit e:
1 C -0.124
2 O -0.184
3 C -0.217
4 C -0.457
5 C -0.063
6 N 0.026
7 H 0.090
8 H 0.085
9 H 0.072
10 H 0.124
11 H 0.130
12 H 0.134
13 H 0.075
14 H 0.081
15 H 0.077
16 H 0.068
17 H 0.070
18 O -0.084
19 C -0.196
20 C -0.200
21 O -0.097
22 H 0.085
23 H 0.128
24 H 0.104
25 H 0.123
26 H 0.102
27 H 0.040
28 O -0.062
29 C -0.282
30 C -0.249
31 O -0.045
32 H 0.090
33 H 0.082
34 H 0.116
35 H 0.122
36 H 0.119
37 H 0.083
38 O -0.061
39 C -0.295
40 C -0.250
41 O -0.078
42 H 0.033
43 H 0.121
44 H 0.117
45 H 0.111
46 H 0.115
47 H 0.035
48 O -0.073
49 C -0.227
50 C -0.245
51 O -0.061
52 H 0.084
53 H 0.106
54 H 0.125
55 H 0.122
56 H 0.097
57 H 0.056
58 O -0.043
59 H 0.058
60 H 0.005
61 O -0.063
62 H 0.021
63 H 0.031
64 O -0.063
65 H 0.039
66 H 0.040
67 O -0.061
68 H 0.006
69 H 0.039
70 O -0.039
71 H 0.051
72 H 0.040
73 O -0.045
74 H 0.061
75 H 0.020
76 O -0.033
77 H 0.067
78 H 0.072

=====

# 3
The molecule C5H14N2 at a distorted geometry. Source: the Open Molecules 2025 dataset; level of theory: ωB97M-V with the def2-TZVPD basis set.

The geometry in XYZ format:
```
21
Properties=species:S:1:pos:R:3:forces:R:3
C 0.360 -2.938 1.336 -0.1 0.4 1.0
C 0.158 -1.644 0.578 -0.5 -0.1 -1.3
C 0.843 -0.436 1.218 -1.4 0.2 -1.9
C 0.523 0.914 0.496 0.8 -0.3 0.6
N -0.075 0.817 -0.801 0.4 0.2 -0.6
C -0.700 2.027 -1.222 -0.6 0.3 -0.1
N -1.212 1.936 -2.605 0.9 1.6 0.0
H -0.318 -3.719 1.022 0.3 -0.4 -0.6
H 1.409 -3.236 1.420 -0.2 -0.2 -0.5
H 0.056 -2.796 2.372 0.0 0.3 0.3
H 0.416 -1.767 -0.488 0.6 -0.1 0.4
H -0.916 -1.460 0.436 -0.1 0.1 0.7
H 1.918 -0.560 1.110 0.0 -0.2 1.0
H 0.351 -0.366 2.177 1.0 0.0 0.8
H -0.032 1.581 1.163 -0.5 -0.2 0.1
H 1.494 1.417 0.426 0.0 0.2 -0.3
H -0.561 -0.023 -1.061 -0.3 0.1 0.3
H 0.027 2.842 -1.105 0.1 -0.1 0.0
H -1.578 2.325 -0.615 0.2 -0.2 0.2
H -0.430 2.275 -3.174 0.2 -1.0 -0.3
H -1.733 2.813 -2.685 -0.8 -0.5 0.0
```
Positions in Å, forces in eV/Å.

Calculated values
ΔE to the lowest compared entry with this formula, charge and spin = 1.337 eV
HOMO energy = -8.4 eV
orbital gap = 0.3457 Ha
SMILES = CCCCNCN
M = 102.181 g/mol
charge = 0

Calculated atomic charges, method Löwdin, unit e:
1 C -0.118
2 C -0.307
3 C -0.168
4 C -0.248
5 N -0.083
6 C -0.360
7 N -0.002
8 H 0.066
9 H 0.077
10 H 0.066
11 H 0.108
12 H 0.107
13 H 0.111
14 H 0.105
15 H 0.103
16 H 0.104
17 H 0.089
18 H 0.114
19 H 0.114
20 H 0.063
21 H 0.059

=====

# 4
The ion CNO2S2 with charge -1 at a distorted geometry. Source: the Open Molecules 2025 dataset; level of theory: ωB97M-V with the def2-TZVPD basis set.

The geometry in XYZ format:
```
6
Properties=species:S:1:pos:R:3:forces:R:3
C -0.524 0.922 -1.220 0.7 -0.2 -1.0
N -1.506 1.472 -1.488 -0.1 0.0 0.3
O -0.812 -1.287 0.955 -1.2 -0.7 0.0
O 1.511 -0.891 1.794 2.1 -0.7 1.2
S 1.007 0.164 -1.181 -0.4 0.7 -0.7
S 0.325 -0.380 1.140 -1.1 0.8 0.1
```
Positions in Å, forces in eV/Å.

Calculated values
ΔE to the lowest compared entry with this formula, charge and spin = 0.080 eV
HOMO energy (alpha / beta) = -1.7 / -5.4 eV
orbital gap (alpha / beta) = 0.1921 / 0.2576 Ha
multiplicity = 3
M = 122.150 g/mol
charge = -1

Calculated atomic charges, method Löwdin, unit e:
1 C -0.877
2 N 0.027
3 O -0.548
4 O -0.563
5 S 0.504
6 S 0.456

=====

# 5
The molecule C4H6N2S at a distorted geometry. Source: the Open Molecules 2025 dataset; level of theory: ωB97M-V with the def2-TZVPD basis set.

The geometry in XYZ format:
```
13
Properties=species:S:1:pos:R:3:forces:R:3
N 1.748 0.214 1.526 -0.4 -0.3 -0.9
C 0.567 -0.011 0.769 2.8 1.6 -2.9
C -0.641 -0.462 0.981 -2.5 -2.2 4.5
C -1.418 -0.558 -0.154 1.3 1.5 -3.2
C -0.609 -0.016 -1.219 -0.9 -1.0 3.2
S -0.877 0.131 -2.915 -0.1 0.0 -0.8
N 0.597 0.242 -0.602 1.2 1.3 -0.4
H 1.591 0.557 2.452 -0.2 0.0 0.4
H 2.321 -0.621 1.532 0.1 0.1 0.2
H -0.854 -0.785 2.022 -0.5 0.0 -1.0
H -2.390 -0.940 -0.304 -0.8 -0.3 0.1
H -1.342 1.401 -3.065 0.2 -0.3 0.4
H 1.307 0.847 -1.023 -0.3 -0.6 0.2
```
Positions in Å, forces in eV/Å.

Calculated values
ΔE to the lowest compared entry with this formula, charge and spin = 0.891 eV
HOMO energy = -8.1 eV
orbital gap = 0.3304 Ha
SMILES = Nc1ccc(S)[nH]1
M = 114.173 g/mol
charge = 0

Calculated atomic charges, method Löwdin, unit e:
1 N 0.095
2 C -0.382
3 C -0.121
4 C -0.073
5 C -0.701
6 S 0.762
7 N 0.044
8 H 0.071
9 H 0.082
10 H 0.124
11 H 0.083
12 H -0.135
13 H 0.152

=====

# 6
A structure of composition C27H33FN3O5RuS. Source: the Open Molecules 2025 dataset; level of theory: ωB97M-V with the def2-TZVPD basis set.

The geometry in XYZ format:
```
71
Properties=species:S:1:pos:R:3:forces:R:3
Ru -2.242 2.407 0.101 0.1 0.0 0.1
C -0.259 -4.427 -1.920 0.0 0.0 0.0
C 0.101 -3.338 -2.916 0.0 0.0 0.0
N 0.073 -1.997 -2.314 0.0 0.0 0.0
C -1.022 -1.231 -2.488 0.0 -0.1 0.0
C -1.234 -0.010 -1.920 0.0 0.0 0.0
C -2.545 0.657 -2.311 0.0 0.0 0.1
O -3.116 0.216 -3.294 0.0 0.0 0.0
O -2.997 1.628 -1.593 0.0 -0.1 -0.1
C -0.222 0.540 -1.088 0.0 0.1 0.0
O -0.276 1.644 -0.503 0.1 -0.1 0.0
C 0.982 -0.280 -0.913 0.0 0.0 0.0
C 2.005 0.202 -0.090 0.0 0.0 0.0
C 3.115 -0.561 0.112 0.0 0.0 0.1
F 4.080 -0.130 0.954 0.0 0.0 0.0
C 3.279 -1.810 -0.499 0.1 0.0 0.0
C 2.268 -2.292 -1.301 0.0 0.0 -0.1
C 1.102 -1.539 -1.513 0.0 0.0 0.0
N 4.446 -2.616 -0.287 -0.1 -0.1 0.0
C 5.743 -1.961 -0.451 0.0 0.0 0.0
C 6.836 -3.037 -0.317 0.0 0.0 0.0
N 6.194 -4.380 -0.514 0.0 0.0 0.0
C 5.252 -4.704 0.617 0.0 0.0 0.0
C 4.433 -3.440 0.918 0.0 0.1 0.0
H -0.225 -5.403 -2.404 0.0 0.0 0.0
H -1.266 -4.272 -1.533 0.0 0.0 0.0
H 0.427 -4.438 -1.071 0.0 0.0 0.0
H -0.610 -3.322 -3.739 0.0 0.0 0.0
H 1.082 -3.500 -3.364 0.0 0.0 0.0
H -1.790 -1.623 -3.144 0.0 0.0 0.0
H 1.886 1.162 0.392 0.0 0.0 0.0
H 2.406 -3.256 -1.767 0.0 0.0 0.0
H 5.934 -1.185 0.292 0.0 0.0 0.0
H 5.776 -1.503 -1.439 0.0 0.0 0.0
H 7.284 -3.055 0.675 0.0 0.0 0.0
H 7.625 -2.920 -1.054 0.0 0.0 0.0
H 6.894 -5.113 -0.619 0.0 0.0 0.0
H 5.638 -4.334 -1.370 0.0 0.0 0.0
H 5.855 -5.027 1.463 0.0 0.0 0.0
H 4.631 -5.531 0.281 0.0 0.0 0.0
H 4.848 -2.906 1.782 0.0 0.0 0.0
H 3.412 -3.717 1.164 0.0 0.0 0.0
O -1.252 3.328 1.737 -0.2 0.0 -0.1
O -0.193 3.119 2.278 0.1 0.0 0.1
C -5.520 3.673 -1.198 0.0 0.0 0.0
C -4.242 4.512 -0.975 0.0 0.0 0.0
C -4.628 5.906 -0.466 0.0 0.0 0.0
C -3.465 4.642 -2.288 0.0 0.0 0.0
C -3.481 3.794 0.098 0.0 0.0 -0.1
H -6.151 4.189 -1.925 0.0 0.0 0.0
H -6.089 3.566 -0.272 0.0 0.0 0.0
H -5.270 2.685 -1.580 0.0 0.0 0.0
H -5.213 6.430 -1.224 0.0 0.0 0.0
H -3.743 6.508 -0.249 0.0 0.0 0.0
H -5.232 5.841 0.443 0.0 0.0 0.0
H -4.067 5.188 -3.017 0.0 0.0 0.0
H -3.227 3.665 -2.701 0.0 0.0 0.0
H -2.538 5.198 -2.133 0.0 0.0 0.0
H -3.818 4.070 1.108 0.0 0.0 0.0
S -2.680 0.437 1.279 0.0 0.0 0.0
C -2.476 0.861 2.986 0.1 0.0 0.0
C -1.429 0.304 3.720 0.0 0.0 0.0
C -1.253 0.634 5.056 0.0 0.0 0.0
C -2.119 1.523 5.678 0.0 0.0 0.0
C -3.169 2.072 4.955 0.0 0.0 -0.1
C -3.351 1.741 3.619 0.0 0.0 0.1
H -0.751 -0.384 3.232 0.0 0.0 0.0
H -0.433 0.197 5.613 0.0 0.0 0.0
H -1.982 1.782 6.719 0.0 0.0 0.0
H -3.855 2.759 5.435 0.0 0.0 0.0
H -4.175 2.162 3.060 0.0 0.0 0.0
```
Positions in Å, forces in eV/Å.

Calculated values
ΔE to the lowest compared entry with this formula, charge and spin = 0.000 eV
HOMO energy (alpha / beta) = -8.6 / -9.6 eV
orbital gap (alpha / beta) = 0.1928 / 0.2295 Ha
multiplicity = 5
M = 631.712 g/mol
charge = +1

Calculated atomic charges, method Löwdin, unit e:
1 Ru 1.068
2 C -0.057
3 C -0.179
4 N -0.021
5 C 0.051
6 C -0.035
7 C -0.576
8 O 0.066
9 O -0.195
10 C -0.317
11 O -0.111
12 C -0.032
13 C 0.104
14 C -0.190
15 F 0.075
16 C -0.165
17 C 0.070
18 C -0.113
19 N -0.118
20 C -0.126
21 C -0.069
22 N 0.049
23 C -0.070
24 C -0.121
25 H 0.084
26 H 0.089
27 H 0.066
28 H 0.127
29 H 0.115
30 H 0.152
31 H 0.144
32 H 0.114
33 H 0.125
34 H 0.141
35 H 0.138
36 H 0.137
37 H 0.185
38 H 0.180
39 H 0.137
40 H 0.135
41 H 0.138
42 H 0.141
43 O -0.193
44 O 0.060
45 C -0.037
46 C -0.666
47 C -0.064
48 C -0.059
49 C -0.131
50 H 0.093
51 H 0.088
52 H 0.077
53 H 0.087
54 H 0.087
55 H 0.083
56 H 0.088
57 H 0.065
58 H 0.084
59 H 0.073
60 S 0.648
61 C -0.679
62 C -0.139
63 C -0.093
64 C -0.092
65 C -0.082
66 C -0.132
67 H 0.091
68 H 0.100
69 H 0.101
70 H 0.105
71 H 0.096

=====

Look up the M of the fourth one.
122.150 g/mol